Density functional theory data (wB97M-V/def2-TZVPD) for a structure of composition C10H15BCl7F2KNO6.

Results
**Total energy**: -134477.4228 eV
**LUMO energy**: -4.24 eV
**HOMO level**: -12.0 eV
**F_max**: 0.0322 Eh/bohr
**HOMO-LUMO gap**: 7.77 eV

```
! RIJCOSX wB97M-V def2-TZVPD def2/J DEFGRID3
* xyz 1 1
O 4.57862 -1.43178 0.89063
O 4.31017 -0.06192 0.65740
C 3.46063 0.09490 -0.44212
C 1.98119 -0.00868 0.01120
C 1.22917 1.32248 -0.00049
C -0.31278 1.09725 -0.09366
C -0.62872 -0.20407 0.71285
C -0.00812 -1.41360 -0.00195
N 1.19444 -1.01052 -0.78069
H 3.73357 -1.90815 0.94950
H 3.63469 1.06400 -0.89111
H 3.68138 -0.68154 -1.17819
H 2.01841 -0.39467 1.02407
H 1.50227 1.90629 -0.87191
H 1.44886 1.86047 0.91271
H -0.79629 1.95082 0.41029
H -0.59182 1.01841 -1.13657
H -1.68750 -0.37663 0.90112
H -0.11231 -0.08102 1.70223
H 0.34692 -2.10523 0.75176
H -0.73487 -1.90674 -0.64492
H 1.71281 -1.87117 -0.97333
H 0.92686 -0.62024 -1.68814
B -2.04280 -4.71885 -4.26294
O -2.45096 -3.31002 -3.90144
C -1.71412 -2.92067 -2.92073
O -1.73993 -1.84514 -2.35554
C -0.73899 -4.01744 -2.53233
O 0.08672 -3.91022 -1.64341
O -0.93004 -5.04197 -3.29825
F -1.57713 -4.75550 -5.55277
F -3.09732 -5.57574 -4.08107
K -2.27897 1.02145 2.46161
C 1.42010 2.72905 6.02834
Cl 2.79702 3.01885 4.97307
Cl 0.82611 4.22369 6.72737
Cl 0.11840 1.90383 5.13090
H 1.73181 2.07155 6.82896
C -4.27015 4.98607 -0.37537
Cl -3.22911 4.14585 0.81507
Cl -3.27369 5.51505 -1.72545
Cl -5.50873 3.86961 -0.94152
Cl -5.01581 6.37191 0.40484
*
```

Density functional theory data (wB97M-V/def2-TZVPD) for a cluster of 2 separate species, C10H15BNOS2 in total.

Results
**Energy above the lowest of the compared OMol25 structures with the same formula, charge and spin**: 0.0 kJ/mol
**Total energy**: -36489.9426 eV
**LUMO energy**: -3.51 eV
**HOMO level**: -11.1 eV
**F_max**: 0.1181 Eh/bohr
**HOMO-LUMO gap**: 7.63 eV

```
! RIJCOSX wB97M-V def2-TZVPD def2/J DEFGRID3
* xyz 1 1
B -0.09877 -2.42736 -0.14726
C 2.28177 -2.68111 -3.06803
C 1.89697 -2.72913 -1.65685
C 1.16739 -2.55982 -3.83379
C 0.53513 -2.51199 -1.45568
C -1.16497 5.38115 1.76787
C -0.05919 4.64962 1.50110
C -0.23172 3.35846 0.97708
C 0.79550 2.56382 0.45016
C -1.58569 -1.35671 1.45590
C -0.45757 -2.24005 2.06112
N -1.38804 -1.52256 -0.02579
O 0.36670 -2.76595 1.09059
S -0.31763 -2.30284 -2.98733
S 0.36018 0.96148 -0.27067
H 3.31089 -2.94133 -3.36103
H 2.70479 -2.60282 -0.93891
H 0.94672 -2.51349 -4.91058
H -1.20939 6.39897 1.92480
H -2.03996 4.77125 1.90265
H 0.95192 4.97539 1.65912
H -1.12249 2.92221 1.12509
H 1.78141 2.97445 0.36369
H -1.56345 -0.26301 1.82963
H -2.57735 -1.58807 1.85893
H 0.10316 -1.56837 2.67763
H -0.93529 -3.15094 2.62534
H -1.31832 -0.60115 -0.57935
H -2.09523 -1.78216 -0.61390
H 0.96254 1.15209 -1.42154
*
```

- The highest total energy belongs to which entry?
  C10H15BNOS2